Here is a 2-piece molecular cluster, C4H9O2 overall in a non-equilibrium geometry from the OMol25 dataset. Energies are from the ωB97M-V functional and the def2-TZVPD basis.

The frontier orbital gap is 0.290 Ha. The charge is -1.

Element x y z (Å)
H (-1.04055, -0.18827, -0.77342)
H (1.99209, 0.39586, -1.76877)
C (-1.74643, -0.33383, 0.04558)
H (-2.47418, 1.63249, 0.58306)
O (2.17278, -1.58150, 0.80563)
O (0.96987, -1.68111, -1.09938)
H (-2.03439, 0.63912, 1.99367)
C (-1.77534, 0.88038, 0.96086)
H (3.31652, 0.50519, -0.55065)
H (-1.48095, -1.26053, 0.54169)
C (1.77247, -1.14982, -0.29642)
H (-0.81689, 1.39674, 0.95205)
H (1.58804, 0.96789, -0.22516)
H (-2.71371, -0.48767, -0.45217)
C (2.27068, 0.26504, -0.71658)